# 1
Formula: C13H23NO9PS
Source: the OMol25 dataset
Level of theory: ωB97M-V/def2-TZVPD

Output
calculated total energy	-53885.2052	eV
total charge	+1
LUMO energy	-4.379	eV
energy relative to the best compared isomer or geometry (same formula, charge and spin)	37.4	kJ/mol

Last column: natural (NBO) charge in e.
Positions of all 48 atoms, in Å:
C -1.31 0.63 3.94  -0.05
C -2.37 0.70 3.41  -0.13
C -3.72 0.81 2.88  -0.29
N -4.37 2.21 3.05  -0.67
S -3.35 3.41 3.95  0.33
C -4.61 2.76 1.78  0.03
C -4.88 3.32 0.77  -0.06
P -5.96 2.16 3.97  2.46
O -6.34 3.52 4.26  -1.00
O -5.75 1.29 5.28  -0.92
O -7.00 1.48 2.98  -0.92
H -0.38 0.91 4.39  0.26
H -3.63 0.65 1.80  0.28
H -4.36 0.01 3.27  0.22
H -2.50 3.76 2.95  0.16
H -5.19 4.02 0.02  0.28
H -5.31 0.44 5.11  0.51
H -6.82 0.54 2.82  0.51
C -1.04 -3.37 -1.70  -0.64
C -1.48 -1.94 -1.46  -0.07
O -1.02 -1.47 -0.18  -0.51
C 0.26 -1.09 -0.14  0.99
O 1.03 -1.10 -1.06  -0.65
O 0.55 -0.71 1.11  -0.51
C 1.92 -0.36 1.30  -0.26
H -1.35 -4.01 -0.88  0.21
H -1.48 -3.75 -2.63  0.23
H 0.05 -3.44 -1.78  0.23
H -2.56 -1.89 -1.42  0.18
H -1.14 -1.28 -2.25  0.20
H 2.25 0.38 0.58  0.21
H 2.55 -1.25 1.24  0.20
H 2.00 0.06 2.30  0.19
C 2.81 -0.65 -3.56  -0.65
C 3.74 -1.45 -2.67  -0.07
O 5.04 -1.59 -3.26  -0.49
C 5.84 -0.53 -3.14  0.98
O 5.57 0.50 -2.57  -0.65
O 6.98 -0.80 -3.76  -0.49
C 7.92 0.28 -3.76  -0.26
H 2.78 -1.07 -4.56  0.21
H 1.81 -0.63 -3.14  0.23
H 3.16 0.38 -3.66  0.22
H 3.35 -2.46 -2.56  0.19
H 3.82 -1.02 -1.68  0.19
H 8.09 0.65 -2.75  0.20
H 7.56 1.08 -4.41  0.19
H 8.85 -0.11 -4.16  0.20

# 2
Formula: C3H4N4S
Source: the OMol25 dataset
Level of theory: ωB97M-V/def2-TZVPD

Output
calculated total energy	-19969.2212	eV
total charge	0
LUMO energy	0.349	eV
energy relative to the best compared isomer or geometry (same formula, charge and spin)	136.3	kJ/mol

Last column: natural (NBO) charge in e.
Positions of all 12 atoms, in Å:
C -2.12 -0.87 0.01  -0.38
C -0.81 -0.89 0.00  -0.04
N -0.06 0.28 0.01  -0.24
N -0.62 1.51 -0.05  -0.06
N 0.39 2.33 0.00  -0.05
N 1.59 1.73 0.06  -0.31
C 1.30 0.43 0.00  0.17
S 2.42 -0.88 0.00  0.06
H -2.66 -1.79 0.12  0.21
H -2.70 0.06 -0.09  0.23
H -0.23 -1.82 0.04  0.22
H 3.51 -0.10 -0.11  0.18

# 3
Formula: C32H55NP2PrSi
Source: the OMol25 dataset
Level of theory: ωB97M-V/def2-TZVPD

Output
calculated total energy	-76083.4110	eV
total charge	+1
multiplicity	3
⟨S²⟩	2.0053
LUMO energy (alpha / beta)	-3.204 / -2.875	eV
energy relative to the best compared isomer or geometry (same formula, charge and spin)	0.0	kJ/mol

Last column: Mulliken charge in e.
Positions of all 92 atoms, in Å:
Pr 0.92 -0.40 -0.39  0.39
C 1.75 0.88 1.71  0.87
C 0.34 0.74 1.91  0.24
C 1.29 -1.38 1.89  -0.03
C 2.34 -0.43 1.70  0.71
C 0.06 -0.66 2.03  0.64
C 2.54 2.15 1.71  -1.40
H 1.93 3.02 1.45  0.39
H 3.38 2.12 1.00  0.14
H 2.98 2.32 2.71  0.34
C 3.79 -0.76 1.56  -1.20
H 4.41 0.04 1.99  0.39
H 4.11 -0.91 0.52  0.10
H 3.99 -1.70 2.10  0.39
C 1.46 -2.84 1.67  -1.35
H 2.40 -3.17 2.14  0.41
H 1.50 -3.10 0.58  0.28
H 0.61 -3.40 2.09  0.42
C -1.30 -1.27 2.13  -1.16
H -1.74 -1.13 3.13  0.36
H -1.28 -2.35 1.94  0.31
H -2.01 -0.82 1.40  0.17
C -0.67 1.83 2.00  -0.88
H -1.05 1.95 3.03  0.38
H -1.55 1.63 1.36  -0.16
H -0.25 2.79 1.68  0.30
C -1.50 2.13 -2.72  -0.51
C -1.78 3.22 -1.99  -0.76
C -2.82 3.40 -0.94  -0.98
C -4.01 2.43 -1.14  0.62
C -3.85 1.15 -0.40  -0.62
C -3.50 -0.01 -0.98  -0.74
C -2.55 -0.22 -2.12  0.66
C -2.32 0.94 -3.12  1.09
H -3.20 4.43 -0.99  0.46
H -4.11 2.22 -2.21  -1.09
H -2.39 3.27 0.07  0.26
H -3.34 1.31 -3.50  -2.61
H -0.48 2.07 -3.14  0.54
H -1.03 4.03 -2.01  0.47
H -1.87 0.50 -4.04  0.82
H -1.54 -0.53 -1.74  -1.23
H -3.83 -0.94 -0.49  0.51
H -2.91 -1.11 -2.68  0.68
H -4.95 2.94 -0.90  0.74
H -4.19 1.15 0.64  0.32
P -4.49 2.19 -4.56  1.17
C -3.83 2.57 -6.19  -1.23
C -5.44 3.64 -4.04  -1.28
P -5.59 -0.09 -3.00  1.10
C -5.63 0.78 -4.69  -1.34
C -6.92 0.85 -2.13  -1.33
C -6.53 -1.60 -3.45  -1.26
H -3.46 1.66 -6.68  0.37
H -3.00 3.28 -6.08  0.35
H -4.63 3.02 -6.80  0.42
H -6.11 3.91 -4.87  0.44
H -4.75 4.47 -3.85  0.33
H -6.04 3.47 -3.13  0.37
H -7.38 -1.40 -4.12  0.40
H -6.89 -2.08 -2.53  0.40
H -5.85 -2.30 -3.94  0.36
H -5.20 0.10 -5.44  0.38
H -6.63 1.11 -5.00  0.57
H -7.35 0.18 -1.38  0.41
H -7.72 1.19 -2.82  0.38
H -6.52 1.72 -1.59  0.23
C 2.66 2.39 -2.09  -0.60
Si 3.78 0.92 -2.42  -0.03
C 4.18 0.91 -4.24  -1.08
C 5.39 1.07 -1.49  -1.04
N 2.88 -0.46 -1.85  0.36
C 2.98 -1.74 -2.38  0.63
C 1.81 -2.56 -2.39  -0.40
C 1.93 -3.95 -2.53  -0.69
C 3.18 -4.51 -2.83  -0.61
C 4.31 -3.69 -3.00  -0.65
C 4.21 -2.31 -2.81  -0.39
H 3.12 3.26 -2.58  0.44
H 2.57 2.62 -1.02  0.24
H 1.66 2.26 -2.53  -0.15
H 4.65 1.88 -4.49  0.39
H 4.88 0.12 -4.54  0.34
H 3.27 0.82 -4.85  0.29
H 5.25 1.56 -0.52  0.27
H 5.88 0.10 -1.33  0.32
H 6.07 1.70 -2.09  0.42
H 0.80 -2.08 -2.37  0.57
H 1.04 -4.59 -2.40  0.43
H 3.29 -5.59 -2.95  0.38
H 5.26 -4.12 -3.31  0.41
H 5.08 -1.65 -2.95  0.25

# 4
Formula: C12H17O5P
Source: the OMol25 dataset
Level of theory: ωB97M-V/def2-TZVPD

Output
calculated total energy	-32237.0519	eV
total charge	0
LUMO energy	-0.058	eV
energy relative to the best compared isomer or geometry (same formula, charge and spin)	1116.6	kJ/mol

Last column: natural (NBO) charge in e.
Positions of all 35 atoms, in Å:
C 3.47 1.51 1.18  -0.63
C 2.62 0.97 -0.12  -0.13
O 1.57 1.96 -0.55  -0.49
C 0.56 1.63 0.34  0.84
O 0.50 0.81 1.32  -0.64
C -0.58 2.45 -0.26  -0.50
C -1.62 1.69 -1.02  -0.68
P -2.81 0.73 0.17  2.18
O -4.14 1.00 0.16  -1.10
O -2.30 0.50 1.52  -1.07
C -2.49 -1.16 -0.60  -0.22
O -3.42 -1.98 0.31  -0.76
C -0.99 -1.73 -0.25  0.04
C -0.61 -2.24 0.85  -0.29
C 0.76 -2.58 1.08  -0.03
C 1.56 -2.58 -0.44  -0.24
C 0.97 -1.98 -1.40  -0.25
C -0.30 -1.37 -1.48  -0.27
H 3.77 2.47 0.98  0.21
H 4.43 0.97 1.13  0.22
H 2.96 1.47 2.11  0.22
H 2.32 -0.16 0.02  0.24
H 3.33 1.07 -1.04  0.20
H -0.08 3.18 -0.86  0.24
H -1.11 3.08 0.66  0.22
H -1.26 1.16 -1.74  0.22
H -2.28 2.22 -1.37  0.22
H -1.21 0.41 1.78  0.58
H -2.84 -1.13 -1.55  0.17
H -4.20 -1.30 0.41  0.48
H -1.27 -2.15 1.52  0.22
H 1.06 -3.00 1.79  0.13
H 2.52 -2.72 -0.02  0.22
H 1.78 -1.85 -2.13  0.21
H -0.66 -1.36 -2.49  0.23

# 5
Formula: C2H3BF2O
Source: the OMol25 dataset
Level of theory: ωB97M-V/def2-TZVPD

Output
calculated total energy	-10279.6308	eV
total charge	0
LUMO energy	-0.408	eV
energy relative to the best compared isomer or geometry (same formula, charge and spin)	288.2	kJ/mol

Last column: natural (NBO) charge in e.
Positions of all 9 atoms, in Å:
B -0.39 -0.06 0.37  0.46
C 0.86 0.66 -0.35  -0.19
F 0.92 2.01 -0.34  -0.34
C 2.38 -0.05 0.02  0.86
O 3.28 0.34 0.67  -0.51
F 2.25 -1.30 -0.44  -0.34
H -0.20 -1.13 0.46  -0.08
H -1.29 0.58 0.56  -0.07
H 0.74 0.31 -1.40  0.21

# 6
Formula: C4H10NO
Source: the OMol25 dataset
Level of theory: ωB97M-V/def2-TZVPD

Output
calculated total energy	-7847.2711	eV
total charge	-1
LUMO energy	4.385	eV
energy relative to the best compared isomer or geometry (same formula, charge and spin)	25.6	kJ/mol

Last column: natural (NBO) charge in e.
Positions of all 16 atoms, in Å:
C -1.26 -0.22 -0.80  -0.63
C -0.15 -0.76 0.09  -0.03
C -0.40 -0.40 1.58  -0.65
N 1.17 -0.40 -0.43  -0.69
C 1.25 1.06 -0.79  0.13
O 0.93 1.90 0.18  -0.96
H -1.22 0.86 -0.85  0.23
H -2.24 -0.59 -0.51  0.18
H -1.12 -0.63 -1.80  0.19
H -0.27 -1.86 0.06  0.14
H 0.07 0.57 1.78  0.27
H -0.01 -1.13 2.25  0.17
H -1.48 -0.31 1.72  0.18
H 1.78 -0.40 0.39  0.33
H 0.65 1.13 -1.73  0.06
H 2.31 1.18 -1.14  0.07